(1)
{"formula": "C29H27F2N5O10PRuS3", "method": "ωB97M-V/def2-TZVPD", "species": ["Ru", "F", "C", "C", "C", "C", "C", "F", "C", "C", "C", "C", "C", "C", "N", "H", "H", "H", "H", "H", "H", "O", "C", "O", "C", "C", "N", "N", "C", "C", "O", "O", "H", "H", "H", "O", "S", "O", "N", "C", "O", "C", "C", "C", "C", "C", "C", "H", "H", "H", "H", "S", "C", "N", "C", "C", "S", "H", "H", "H", "H", "H", "C", "O", "P", "O", "C", "O", "C", "H", "H", "H", "H", "H", "H", "H", "H", "H"], "coordinates": [[0.4800, -0.3095, 0.3118], [0.8973, -1.3626, 5.6785], [1.4310, -1.5888, 4.4581], [0.7358, -1.1986, 3.3273], [1.2453, -1.4727, 2.0613], [2.4727, -2.1581, 1.9541], [3.1690, -2.4764, 3.1227], [4.3947, -3.0487, 3.0609], [2.6702, -2.2004, 4.3797], [2.9679, -2.4810, 0.6167], [3.8322, -3.5438, 0.3405], [4.2815, -3.7345, -0.9515], [3.8743, -2.8532, -1.9431], [2.9928, -1.8429, -1.5958], [2.5393, -1.6805, -0.3647], [-0.2169, -0.7047, 3.4455], [3.2300, -2.4620, 5.2624], [4.1454, -4.2098, 1.1256], [4.9623, -4.5406, -1.1806], [4.2311, -2.9440, -2.9570], [2.6708, -1.1097, -2.3221], [-0.4603, -1.8620, -5.5991], [-0.6451, -2.9370, -4.8671], [-0.9022, -4.0133, -5.3503], [-0.5171, -2.7961, -3.3867], [-0.8517, -3.8007, -2.4957], [-0.6248, -3.3339, -1.2607], [-0.1782, -2.0834, -1.2846], [-0.1095, -1.7200, -2.5591], [0.2888, -0.3098, -2.8870], [0.1794, 0.1089, -4.0403], [0.7378, 0.3621, -1.9115], [-0.2605, -1.0285, -5.0674], [-1.2258, -4.7846, -2.6909], [-0.8268, -3.7838, -0.3788], [-3.0340, -1.9263, -2.0609], [-3.2297, -0.6543, -1.4225], [-3.5117, 0.4767, -2.2561], [-1.9657, -0.3391, -0.3982], [-2.3354, -0.4143, 0.8627], [-1.5348, -0.3040, 1.8062], [-3.7807, -0.6725, 1.0721], [-4.4404, -0.8069, 2.2830], [-5.7937, -1.1144, 2.2604], [-6.4645, -1.2835, 1.0548], [-5.7992, -1.1364, -0.1604], [-4.4587, -0.8326, -0.1226], [-3.9023, -0.6779, 3.2099], [-6.3278, -1.2278, 3.1945], [-7.5135, -1.5432, 1.0598], [-6.3042, -1.2607, -1.1066], [2.8936, 1.1342, 0.0839], [2.5949, 2.4579, -0.8951], [3.2076, 3.6175, -0.6179], [2.8020, 4.7706, -1.3870], [2.3968, 4.1971, -2.7298], [1.6653, 2.5278, -2.3518], [3.6462, 3.7133, 0.2874], [3.6375, 5.4659, -1.4782], [1.9587, 5.2830, -0.9017], [3.2633, 4.0333, -3.3707], [1.6596, 4.7961, -3.2538], [1.1342, 4.2511, 2.2513], [1.1922, 3.0981, 1.4275], [-0.0789, 2.0684, 1.2360], [-1.0949, 3.0023, 0.3824], [-1.5662, 2.6962, -0.9259], [-0.7427, 2.1933, 2.6952], [-1.8217, 3.0387, 3.0745], [0.9535, 3.9758, 3.2923], [0.3573, 4.9451, 1.9264], [2.1078, 4.7359, 2.1771], [-2.6473, 2.8343, -0.9435], [-1.3504, 1.6666, -1.2128], [-1.1024, 3.3656, -1.6494], [-2.6942, 2.4231, 3.3007], [-2.0733, 3.7459, 2.2871], [-1.5125, 3.5848, 3.9688]], "lumo_energy_ev": [-1.372, -1.258], "spin_multiplicity": 2, "s2": 1.241, "gap_ev": [6.971, 7.213], "homo_ev": [-8.342, -8.471]}

(2)
{"formula": "H18O9", "method": "ωB97M-V/def2-TZVPD", "species": ["O", "H", "H", "O", "H", "H", "O", "H", "H", "O", "H", "H", "O", "H", "H", "O", "H", "H", "O", "H", "H", "O", "H", "H", "O", "H", "H"], "coordinates": [[-0.3565, 0.5939, -0.0295], [-0.0564, 1.3450, -0.5414], [-0.6316, -0.0481, -0.6839], [6.1593, 1.9992, 1.2117], [5.2410, 2.2025, 1.3895], [6.5035, 1.6911, 2.0501], [1.7745, 5.1827, -1.7106], [2.2707, 5.4000, -0.9214], [0.9020, 5.5431, -1.5523], [3.7589, -4.3588, -0.2528], [3.2892, -3.8638, -0.9239], [4.1245, -5.1098, -0.7203], [-5.8939, -2.5191, 0.2789], [-5.1861, -2.9639, -0.1874], [-6.6441, -2.5762, -0.3129], [-3.5917, -5.1791, -2.7017], [-4.2262, -5.1168, -3.4157], [-2.8500, -4.6486, -2.9929], [-1.3177, -1.8167, -4.5415], [-1.6697, -2.2070, -5.3415], [-1.3105, -0.8757, -4.7165], [-1.7832, 1.1812, 5.6251], [-1.7150, 0.8735, 4.7213], [-2.7244, 1.2237, 5.7938], [2.2856, 4.5923, 3.2689], [2.2584, 5.1906, 4.0156], [1.3895, 4.2647, 3.1912]], "lumo_energy_ev": 0.133, "smiles": "O.O.O.O.O.O.O.O.O", "gap_ev": 11.439, "homo_ev": -11.306}

(3)
{"formula": "C24H35N4O6PdSi2", "method": "ωB97M-V/def2-TZVPD", "species": ["Pd", "C", "Si", "C", "C", "N", "C", "C", "C", "C", "C", "C", "N", "Si", "C", "C", "C", "H", "H", "H", "H", "H", "H", "H", "H", "H", "H", "H", "H", "H", "H", "H", "H", "H", "H", "H", "H", "H", "H", "O", "C", "O", "C", "N", "C", "C", "C", "H", "H", "H", "H", "H", "H", "H", "H", "H", "O", "C", "O", "C", "C", "C", "C", "C", "C", "N", "O", "O", "H", "H", "H", "H"], "coordinates": [[0.0758, 0.1875, 0.0612], [4.8514, -1.0335, 0.1401], [2.9640, -1.2037, 0.0825], [2.7185, -2.2228, -1.4811], [2.5698, -2.0918, 1.6993], [2.0515, 0.2700, 0.0332], [2.5111, 1.5795, -0.0603], [3.8442, 1.9831, -0.1432], [4.1896, 3.3174, -0.3292], [3.2021, 4.2803, -0.4344], [1.8691, 3.9072, -0.3132], [1.5013, 2.5826, -0.0836], [0.2039, 2.1326, 0.1381], [-1.0593, 3.3029, 0.3546], [-0.6129, 4.5460, 1.7160], [-1.4997, 4.2130, -1.2423], [-2.7016, 2.6296, 0.9944], [5.2470, -2.0524, 0.1817], [5.2108, -0.5072, 1.0241], [5.2653, -0.5552, -0.7464], [3.1614, -3.2187, -1.4255], [3.2227, -1.6818, -2.2873], [1.6721, -2.3188, -1.7520], [3.1027, -3.0374, 1.8192], [1.4996, -2.2633, 1.8166], [2.8918, -1.4272, 2.5052], [4.6347, 1.2581, -0.0922], [5.2362, 3.5862, -0.4093], [3.4527, 5.3196, -0.6073], [1.1162, 4.6724, -0.4129], [0.3279, 5.0715, 1.5826], [-0.5566, 4.0124, 2.6674], [-1.4114, 5.2876, 1.8001], [-0.7052, 4.8609, -1.6081], [-2.3972, 4.8211, -1.1066], [-1.7042, 3.4707, -2.0160], [-2.5890, 1.8759, 1.7729], [-3.3398, 2.2317, 0.2094], [-3.2180, 3.4887, 1.4303], [-2.1743, 0.6449, -2.0876], [-2.7553, 0.1115, -1.1875], [-2.2240, -0.0271, 0.0396], [-4.2020, -0.3506, -1.2601], [-4.6007, -1.0498, -0.0254], [-4.8893, -2.4451, -0.4013], [-5.3862, -2.3677, -1.8437], [-4.4704, -1.3008, -2.4486], [-4.7748, 0.5749, -1.3760], [-5.4393, -0.6196, 0.3423], [-2.8940, -0.5298, 0.5585], [-5.5926, -2.8870, 0.3045], [-3.9548, -3.0056, -0.3694], [-6.4288, -2.0325, -1.8631], [-5.3262, -3.3208, -2.3674], [-4.9255, -0.7720, -3.2839], [-3.5317, -1.7350, -2.7821], [-1.7702, -2.4239, -1.3580], [-0.8671, -2.7210, -0.5645], [-0.1210, -1.9367, 0.0878], [-0.6308, -4.2153, -0.3403], [-1.5005, -5.1269, -0.9362], [-1.3256, -6.4879, -0.7650], [-0.2574, -6.9122, 0.0100], [0.6301, -6.0376, 0.6129], [0.4292, -4.6789, 0.4300], [-0.0604, -8.3584, 0.2001], [-0.8526, -9.1160, -0.3248], [0.8827, -8.7236, 0.8720], [-2.3089, -4.7408, -1.5407], [-1.9879, -7.2113, -1.2139], [1.4481, -6.4172, 1.2053], [1.0936, -3.9612, 0.8831]], "lumo_energy_ev": 1.526, "charge": -1, "gap_ev": 5.016, "homo_ev": -3.490}

(4)
{"formula": "C5H8O3", "method": "ωB97M-V/def2-TZVPD", "species": ["C", "C", "O", "O", "H", "H", "H", "H", "C", "C", "C", "O", "H", "H", "H", "H"], "coordinates": [[1.3839, -0.3353, 1.2777], [0.9759, -1.1484, 0.0931], [0.0434, -1.9972, 0.0742], [1.8963, -1.1676, -0.8819], [0.5072, -0.0945, 1.8785], [2.0921, -0.9152, 1.8764], [1.8682, 0.5866, 0.9537], [1.6060, -1.8522, -1.5123], [-1.1759, 1.7717, -0.4843], [-0.9955, 0.3243, -0.8127], [-1.5702, -0.6595, -0.0881], [-2.4872, -1.0261, 0.5595], [-2.0518, 2.1930, -0.9888], [-0.3002, 2.3420, -0.8065], [-1.3027, 1.9232, 0.5906], [-0.4896, 0.0553, -1.7291]], "lumo_energy_ev": 0.613, "smiles": "CC(=O)O.CC=C=O", "gap_ev": 8.612, "homo_ev": -7.999}

Calculated values (eV) of E for the records, taken in order: -108247.6667; -18718.9530; -62940.3508; -11455.3841.
Calculated values (kcal per mole) of relative energy (zero: lowest compared OMol25 entry of this formula, charge and spin) for the records, taken in order: 98.3; 73.4; 0.0; 49.2.